Formula: C32H47Br2FN3O7S
Source: the OMol25 dataset
Level of theory: wB97M-V/def2-TZVPD

```
93
Properties=species:S:1:pos:R:3:forces:R:3:mulliken_charge:R:1
C -4.982 5.512 0.307 3.7 -5.0 -1.6 -0.6970
C -4.080 4.563 0.102 -2.9 5.6 0.2 -0.2841
C -2.732 3.726 -0.197 -2.5 -0.4 -0.9 0.4773
Br -1.057 4.619 0.373 -2.4 2.1 5.1 -0.2075
N -3.095 2.343 0.207 -0.6 -0.6 -0.3 1.2040
C -3.269 1.932 1.597 -1.9 -1.1 1.8 -0.6412
C -2.144 2.277 2.673 -0.1 0.5 0.3 -0.9512
C -0.686 1.650 2.413 -0.5 0.3 0.9 -0.2336
C -0.644 0.039 2.398 3.6 -2.2 -2.4 0.3194
O 0.391 -0.507 1.891 -4.3 2.2 2.4 -0.4666
O -1.685 -0.827 2.859 2.0 1.4 -0.1 -0.5478
C -3.925 1.893 -0.900 3.8 0.9 -1.7 -1.2646
N -5.174 1.430 -1.082 -1.3 -0.6 1.4 0.4183
S -5.897 1.025 -2.638 0.6 0.2 -0.1 -0.1780
C -6.049 1.255 0.121 -1.7 1.0 1.6 0.0646
C -7.537 0.704 -0.178 0.1 -0.3 0.7 -1.3969
N -3.101 2.128 -2.100 0.0 0.9 1.7 1.0740
C -2.470 1.020 -2.837 -0.2 -2.4 -1.8 -1.0492
C -2.321 -0.387 -2.065 1.3 -0.2 -0.5 -0.6205
C -0.902 -0.533 -1.249 -0.9 -1.4 -0.8 0.3357
C -0.828 -2.108 -0.808 -0.4 -0.1 -0.3 -0.5816
C 0.112 -3.002 -1.775 0.0 0.1 0.7 -0.4577
C 0.408 -4.431 -1.049 0.1 -0.3 -0.5 -0.7201
C 1.968 -4.701 -0.738 -0.6 -0.1 0.9 -0.7276
C 2.484 -4.044 0.663 1.2 0.0 -1.3 -0.4080
C 2.955 -2.523 0.361 -0.2 0.0 1.4 0.2356
C 3.643 -1.810 1.669 0.2 0.7 -1.1 -0.2910
C 4.586 -0.611 1.071 -0.1 -0.9 2.1 -0.4589
O 3.687 0.278 0.342 1.5 -0.7 -1.5 -0.2258
C 4.154 0.555 -1.003 -0.9 0.6 -0.3 -0.5661
C -2.386 3.381 -1.797 -2.0 2.3 0.3 -0.2142
Br -0.403 3.477 -1.798 -0.2 -2.9 -5.2 -0.1363
C -3.117 4.523 -2.716 1.0 0.4 -1.6 0.1823
F -2.657 5.878 -2.362 -1.0 -2.5 0.0 -0.4386
C -2.790 4.346 -4.306 0.1 1.2 -0.1 -0.3848
C -1.895 5.600 -4.831 0.7 -0.1 -0.4 -0.9782
H -5.948 6.150 0.264 2.4 -1.5 0.3 0.3448
H -3.431 0.775 1.626 0.4 2.0 -0.3 0.3901
H -4.278 2.370 1.998 1.7 -0.6 -0.4 0.2261
H -2.139 3.436 2.810 0.4 -2.1 -0.3 0.3292
H -2.507 1.866 3.701 0.4 0.6 -1.9 0.4195
H -0.024 1.976 3.317 -1.1 -0.8 -1.5 0.4322
H -0.137 2.093 1.485 -1.2 -1.3 1.5 0.1368
H -1.238 -1.718 2.952 -0.5 1.3 -0.4 0.4093
H -7.031 1.816 -2.816 0.9 0.0 0.6 0.1202
H -5.583 0.607 0.956 -0.5 0.9 -1.7 0.1718
H -6.190 2.320 0.581 0.4 -1.8 -0.7 0.1558
H -8.158 1.377 -0.886 1.2 -1.3 1.0 0.3502
H -7.458 -0.386 -0.530 -0.4 1.8 0.2 0.3273
H -8.138 0.681 0.821 1.3 0.1 -1.6 0.3595
H -1.426 1.247 -3.302 -1.9 0.2 1.2 0.3138
H -3.146 0.796 -3.766 1.1 0.5 1.5 0.3526
H -3.223 -0.696 -1.424 1.3 0.7 -0.8 0.2452
H -2.246 -1.199 -2.902 -0.2 1.4 1.4 0.3703
H -0.822 0.191 -0.364 0.0 -1.0 -1.4 -0.4093
H -0.059 -0.394 -2.040 -1.4 0.2 1.6 0.3224
H -1.912 -2.541 -0.872 1.8 0.7 0.2 0.3826
H -0.484 -2.262 0.276 -0.3 0.5 -1.6 0.1029
H 1.116 -2.435 -1.905 -1.7 -1.0 0.1 0.3467
H -0.390 -3.153 -2.817 0.9 0.3 1.8 0.3387
H -0.203 -4.487 -0.074 0.9 0.0 -1.4 0.3000
H 0.048 -5.298 -1.727 0.4 1.4 1.0 0.3313
H 2.130 -5.839 -0.633 -0.3 1.7 -0.5 0.3615
H 2.576 -4.287 -1.628 -0.8 -0.8 1.5 0.2753
H 3.409 -4.675 0.986 -1.5 1.3 -0.4 0.2725
H 1.715 -4.126 1.516 1.0 0.3 -1.4 0.2354
H 3.746 -2.499 -0.494 -1.5 -0.2 1.4 0.2509
H 2.013 -1.907 0.073 1.7 -0.9 0.3 -0.4258
H 2.833 -1.289 2.312 1.3 -1.0 -1.0 0.0306
H 4.263 -2.561 2.287 -0.9 1.4 -1.1 0.2303
H 5.426 -1.074 0.440 -1.3 0.8 0.7 0.2348
H 5.082 -0.019 1.943 -0.9 -1.1 -1.6 0.2519
H 4.680 1.578 -1.003 -0.4 -1.5 -0.2 0.2380
H 3.215 0.654 -1.672 1.4 -0.1 1.0 0.0769
H 4.807 -0.267 -1.469 -0.8 1.2 0.9 0.3207
H -4.267 4.489 -2.626 2.0 0.0 0.6 0.3139
H -2.232 3.364 -4.510 -1.0 1.4 0.3 0.1503
H -3.795 4.404 -4.893 1.8 -0.5 1.1 0.2733
H -2.454 6.606 -4.789 0.8 -1.7 0.1 0.2799
H -1.558 5.450 -5.934 -0.8 0.0 1.9 0.3457
H -0.914 5.716 -4.224 -1.8 -0.3 -0.9 0.1982
C 7.850 -2.676 4.670 1.2 -0.4 1.8 -0.5682
C 7.150 -2.565 3.506 -1.2 0.3 -2.0 0.3869
C 7.248 -3.800 2.614 0.8 -1.7 -0.1 0.7293
O 6.635 -3.936 1.555 -0.2 0.7 0.2 -0.6755
C 8.135 -4.899 3.040 -1.4 0.6 -2.0 -0.6745
C 8.847 -5.005 4.199 1.6 -0.5 2.2 0.3160
C 8.664 -3.815 5.140 -0.7 1.5 0.3 0.4128
O 9.155 -3.743 6.263 0.1 -0.5 -0.4 -0.6658
O 9.602 -5.943 4.560 -0.7 0.7 -0.6 -0.7254
O 6.456 -1.592 3.109 0.6 -0.6 0.5 -0.6049
H 7.831 -1.850 5.373 -0.1 0.0 0.0 0.4100
H 8.196 -5.702 2.314 0.0 -0.1 0.0 0.3913
```
Positions in Å, forces in eV/Å.

**Strongest force on any atom**: 6.440 eV Å⁻¹
**Energy above the lowest of the compared OMol25 structures with the same formula, charge and spin**: 520.87 kJ/mol
**Charge**: -1
**E_LUMO**: -1.261 eV



Formula: C32H47BrN7O2PTi
Source: the OMol25 dataset
Level of theory: wB97M-V/def2-TZVPD

```
91
Properties=species:S:1:pos:R:3:forces:R:3:mulliken_charge:R:1
Ti -0.824 -0.108 -0.224 -0.4 0.0 2.0 -0.6078
C 3.017 -1.485 1.009 -0.3 0.1 0.0 -1.2321
C 1.925 -0.652 0.868 0.4 -0.1 0.1 -1.0176
N 0.794 -1.038 0.209 0.4 -0.2 -0.2 1.8345
C 0.765 -2.325 -0.315 0.2 -0.5 -0.1 -0.3906
C 1.863 -3.206 -0.221 0.2 0.6 0.4 1.0493
C 3.006 -2.767 0.464 -0.1 -0.3 -0.2 -1.1678
C 1.750 -4.498 -0.819 -0.2 -0.3 -0.2 -1.0771
C 0.634 -4.861 -1.496 0.3 -0.1 0.1 -1.0543
C -0.486 -3.984 -1.603 -0.5 0.2 0.0 0.7833
C -1.659 -4.305 -2.295 0.3 0.0 0.2 -1.1870
C -2.700 -3.392 -2.318 -0.1 0.1 0.0 -1.2651
C -2.579 -2.192 -1.639 -0.1 -0.1 0.0 -0.5634
N -1.477 -1.841 -0.953 -0.4 -2.0 -0.7 1.8126
C -0.422 -2.724 -0.967 0.3 -0.2 0.2 0.1119
H 3.868 -1.145 1.587 0.0 0.0 0.0 0.6310
H 1.906 0.333 1.317 -0.1 0.0 0.0 0.5294
H 3.851 -3.431 0.593 0.0 0.0 0.0 0.5001
H 2.578 -5.187 -0.715 0.0 0.0 0.0 0.4963
H 0.564 -5.834 -1.966 0.0 0.0 0.0 0.4923
H -1.743 -5.254 -2.809 0.0 0.0 0.0 0.5116
H -3.615 -3.607 -2.852 0.0 0.0 0.0 0.5220
H -3.396 -1.481 -1.636 0.0 0.0 0.0 0.4243
N 0.859 2.991 -1.871 -0.1 -0.1 -0.2 -0.4004
C 1.332 3.105 -0.503 -0.5 0.0 0.0 1.1247
C 1.826 4.507 -0.119 0.2 -0.1 0.1 -0.8542
C 3.037 5.033 -0.902 0.0 -0.3 0.2 -0.3573
C 4.392 4.562 -0.363 -0.3 0.2 -0.2 -1.3004
N 4.585 3.108 -0.433 0.0 0.0 0.1 -0.0985
C 4.846 2.424 -1.535 0.0 -0.1 0.0 0.9523
N 5.184 3.054 -2.663 0.1 0.0 0.0 -0.3667
N 4.735 1.091 -1.546 0.1 0.0 0.0 -0.3301
C 0.210 2.694 0.500 0.3 0.2 0.3 -0.3004
O 0.084 3.339 1.509 -0.2 0.0 0.0 -0.5770
O -0.513 1.605 0.263 1.3 2.3 0.1 -0.7185
H 1.596 3.188 -2.538 0.0 0.0 0.0 0.2740
H 0.121 3.668 -2.039 0.0 0.0 -0.1 0.3382
H 2.124 2.360 -0.370 0.0 -0.1 0.0 -0.5670
H 2.039 4.515 0.952 0.0 0.1 0.0 0.3674
H 0.987 5.187 -0.274 0.0 0.0 0.1 0.3981
H 3.038 6.122 -0.835 0.1 0.0 -0.1 0.4093
H 2.947 4.779 -1.963 0.0 0.1 0.0 0.2336
H 4.483 4.839 0.685 0.1 0.0 0.0 0.4724
H 5.207 5.054 -0.897 0.1 0.0 0.1 0.3851
H 4.356 2.583 0.395 0.0 -0.1 0.0 0.2893
H 5.416 4.033 -2.651 0.0 0.0 0.0 0.2042
H 5.527 2.532 -3.452 -0.1 0.0 0.0 0.2169
H 4.453 0.567 -0.731 0.0 0.1 0.0 0.0653
H 5.040 0.565 -2.347 0.0 0.0 0.0 0.2041
Br -3.272 1.150 -5.130 0.3 -0.1 0.2 -0.1152
C -1.713 0.503 -4.276 -0.4 0.1 -0.3 -0.5846
C -0.701 -0.096 -5.008 0.0 0.0 0.3 -0.2856
C 0.402 -0.557 -4.302 0.0 0.0 -0.2 -1.0131
C 0.450 -0.410 -2.932 0.1 0.2 0.2 -0.3374
N -0.540 0.156 -2.224 -0.1 0.4 -2.2 0.7030
C -1.600 0.616 -2.903 0.1 0.1 0.0 -0.3302
H -0.771 -0.192 -6.082 0.0 0.0 0.0 0.4850
H 1.218 -1.038 -4.824 0.0 0.0 0.0 0.5211
H 1.312 -0.740 -2.368 -0.1 -0.1 0.0 0.5226
H -2.377 1.118 -2.335 0.0 -0.1 0.0 0.6947
C -3.933 0.343 0.463 -0.2 -0.3 0.2 -0.8004
C -3.743 -0.754 1.525 0.3 0.1 0.1 0.0284
C -4.763 -0.659 2.658 -0.1 -0.1 -0.1 -1.4299
P -1.937 -0.736 1.997 -0.8 -0.3 0.6 1.4169
C -1.551 -2.421 2.715 0.0 0.2 -0.1 0.8981
C -2.235 -3.550 1.937 0.1 0.1 0.0 -1.6769
C -1.846 -2.562 4.209 0.1 0.0 0.0 -1.5699
C -1.751 0.421 3.435 0.1 0.1 -0.3 0.6586
C -0.257 0.529 3.760 0.0 -0.1 -0.1 -1.3845
C -2.315 1.813 3.141 -0.1 -0.1 0.1 -1.3932
H -4.756 0.103 -0.211 0.0 0.0 0.0 0.4891
H -3.008 0.449 -0.132 -0.4 0.2 -0.2 -0.2240
H -4.143 1.311 0.916 0.2 0.1 0.0 0.3422
H -3.879 -1.725 1.038 0.1 0.0 -0.1 0.4396
H -4.600 0.208 3.294 0.0 0.0 0.0 0.2161
H -4.740 -1.549 3.286 0.0 0.0 0.0 0.3631
H -5.770 -0.577 2.243 0.0 0.0 0.0 0.4817
H -0.470 -2.520 2.553 0.0 0.0 0.1 0.1123
H -3.299 -3.607 2.170 0.0 0.0 0.0 0.3359
H -1.785 -4.501 2.227 0.0 0.0 0.0 0.4950
H -2.120 -3.439 0.860 -0.1 -0.1 0.0 0.2985
H -2.880 -2.299 4.434 0.0 0.0 0.0 0.2405
H -1.191 -1.948 4.824 0.0 0.0 0.0 0.3409
H -1.694 -3.600 4.508 0.0 0.0 0.0 0.4796
H -2.287 -0.009 4.283 0.0 -0.1 0.0 0.8202
H 0.260 1.018 2.932 0.0 0.0 0.0 -0.1662
H 0.208 -0.443 3.934 0.0 0.0 0.0 0.3190
H -0.113 1.146 4.647 0.0 0.0 0.0 0.6241
H -1.849 2.250 2.262 0.0 0.0 0.0 0.0220
H -2.099 2.471 3.984 0.0 0.0 0.0 0.5055
H -3.396 1.805 3.010 0.0 0.0 0.0 0.2575
```
Positions in Å, forces in eV/Å.

**Strongest force on any atom**: 2.642 eV Å⁻¹
**Charge**: +2
**E_LUMO (spin up / spin down)**: -5.371 / -5.402 eV



Formula: C32H47Cl3CoN3O3SSi
Source: the OMol25 dataset
Level of theory: wB97M-V/def2-TZVPD

```
91
Properties=species:S:1:pos:R:3:forces:R:3:mulliken_spin:R:1
C -1.233 -2.775 -5.063 0.3 0.0 -0.3 0.0000
C -0.791 -3.269 -3.722 0.2 -0.2 1.5 0.0001
H -0.637 -3.230 -5.862 -0.1 0.2 0.0 0.0000
H -1.147 -1.685 -5.110 0.0 -0.2 0.0 -0.0001
H -2.281 -3.054 -5.264 0.2 0.1 0.2 0.0000
C -0.372 -4.526 -3.508 -0.6 0.3 -0.1 0.0001
C -0.177 -5.540 -4.587 0.1 -0.4 -0.2 0.0000
H -0.267 -4.924 -2.496 0.1 0.4 -0.4 -0.0001
H 0.444 -5.143 -5.404 -0.2 -0.2 0.1 0.0000
H -1.135 -5.895 -5.002 0.3 0.1 -0.1 0.0000
H 0.331 -6.407 -4.149 0.0 0.0 -0.3 0.0000
Co -2.610 0.742 1.411 -0.4 1.8 -0.3 2.6018
Cl -2.755 2.875 0.931 -0.3 0.9 0.2 0.1007
Cl 0.585 1.130 -0.906 0.1 0.2 0.0 0.0055
H 1.972 5.786 3.191 0.0 0.1 -0.1 -0.0001
H -1.368 6.712 2.725 0.2 0.0 -0.2 -0.0002
C 1.626 6.140 2.212 0.2 0.0 0.0 0.0000
C -0.796 6.599 1.788 -0.3 -0.5 -0.1 -0.0010
N 0.299 5.645 1.920 0.2 0.3 0.1 -0.0003
H 2.331 5.779 1.458 0.0 0.0 0.1 0.0000
C 0.104 4.306 1.924 -0.1 -0.5 0.0 -0.0077
O 0.994 3.487 2.168 -0.6 0.7 -0.1 0.0013
H -1.485 6.249 1.007 0.1 0.2 0.2 0.0012
H -0.942 4.023 1.671 0.6 0.0 0.2 0.0091
H 1.603 7.232 2.193 0.1 -0.1 0.1 -0.0001
H -0.384 7.573 1.505 -0.2 -0.2 0.0 0.0001
H 2.162 -0.824 -3.591 -0.1 0.1 0.3 0.0000
H 2.259 -3.617 -3.331 0.1 0.1 0.1 0.0000
C 2.948 -0.839 -2.830 -0.2 -0.2 -0.1 -0.0002
C 3.120 -3.290 -2.732 -0.3 0.2 0.2 0.0000
N 2.815 -2.044 -2.036 1.0 0.0 0.8 0.0001
H 2.865 0.022 -2.164 -0.1 -0.2 -0.2 0.0001
C 2.813 -1.965 -0.672 0.1 0.4 -0.6 -0.0002
O 2.767 -0.926 -0.016 0.2 -0.8 -0.4 -0.0004
H 3.368 -4.071 -2.004 0.0 0.1 -0.2 0.0000
H 2.850 -2.968 -0.192 0.0 0.3 -0.1 0.0000
H 3.924 -0.850 -3.338 0.0 0.1 0.1 0.0000
H 3.965 -3.135 -3.417 0.0 -0.1 0.3 0.0000
O -0.183 -1.128 -2.644 0.9 -0.4 -0.5 -0.0003
C -0.946 -2.227 -2.556 -0.8 0.0 0.1 -0.0002
C 0.290 -3.547 -0.761 0.2 -0.4 0.4 -0.0047
C -0.859 -2.878 -1.160 -0.3 -0.1 -0.8 0.0080
H 1.123 -3.599 -1.462 -0.5 0.0 0.4 -0.0008
C 0.330 -4.245 0.450 -0.1 0.4 -0.3 0.0029
H -2.028 -1.944 -2.649 -0.2 -0.2 0.0 0.0008
C -1.968 -2.844 -0.317 0.2 -0.2 0.1 -0.0026
H 1.232 -4.803 0.718 -0.3 0.1 0.0 0.0002
C -0.787 -4.220 1.289 0.0 -0.1 0.2 -0.0015
C -1.923 -3.492 0.920 0.0 -0.1 0.0 0.0026
H -2.855 -2.310 -0.661 0.3 -0.2 0.3 -0.0043
H -0.765 -4.800 2.217 -0.1 0.3 -0.2 -0.0002
H -2.792 -3.432 1.586 0.3 -0.1 -0.2 -0.0001
Si 0.033 1.929 -2.725 -0.3 1.0 0.5 0.0005
Cl -3.827 -0.077 -0.044 -1.8 -1.1 -1.2 0.1360
C 1.648 2.154 -3.660 0.3 0.1 -0.3 0.0000
C -0.531 3.684 -2.212 0.2 0.0 -0.3 -0.0011
C -1.425 1.253 -3.633 -0.3 -0.5 -0.4 0.0002
H 2.198 1.231 -3.857 -0.3 0.2 0.0 0.0000
H 2.318 2.797 -3.069 -0.3 -0.1 0.0 0.0000
H 1.486 2.658 -4.624 -0.1 -0.1 0.1 0.0000
H -1.316 0.173 -3.836 0.0 0.5 0.2 -0.0008
H -1.529 1.810 -4.582 0.0 0.0 0.3 0.0001
H -2.337 1.414 -3.033 0.3 0.0 -0.2 0.0013
H -1.408 3.659 -1.553 0.2 -0.1 -0.1 0.0009
H -0.793 4.266 -3.110 0.0 -0.1 0.1 0.0001
H 0.268 4.233 -1.698 -0.1 -0.1 0.0 -0.0001
N -1.034 -0.144 1.374 2.0 -0.7 1.0 0.1388
S 0.218 0.315 2.356 -0.6 -1.3 -1.0 0.0020
C -0.671 1.074 3.698 -0.3 0.5 0.3 -0.0010
C 0.082 1.840 4.602 -0.4 -0.1 -0.3 0.0044
C -0.576 2.617 5.552 0.0 0.0 -0.1 0.0111
C -1.977 2.696 5.543 0.1 0.0 -0.4 -0.0065
C -2.719 1.965 4.616 0.0 -0.4 -0.2 -0.0061
C -2.069 1.083 3.733 0.1 0.3 0.3 0.0123
C 0.665 -1.255 3.094 0.8 -0.2 0.6 0.0115
C -0.198 -1.908 3.961 0.0 -0.1 0.1 0.0026
C 0.199 -3.097 4.568 0.0 0.2 -0.1 -0.0028
C 1.473 -3.612 4.318 0.0 0.1 -0.1 0.0033
C 2.337 -2.954 3.439 -0.2 -0.1 0.1 -0.0012
C 1.935 -1.776 2.817 -0.3 0.4 0.1 0.0033
H -0.715 -0.617 0.523 0.3 0.3 0.2 -0.0332
H 1.163 1.866 4.489 -0.2 0.0 0.1 0.0010
H 0.005 3.230 6.252 -0.3 -0.3 -0.3 0.0007
H -2.485 3.380 6.219 0.1 -0.2 -0.1 -0.0003
H -3.803 2.096 4.528 0.5 -0.2 0.2 0.0009
H -2.672 0.349 3.120 0.3 0.4 1.2 0.0112
H -1.166 -1.460 4.173 0.1 -0.3 0.0 0.0017
H -0.492 -3.596 5.244 0.2 0.0 -0.1 0.0000
H 1.789 -4.529 4.814 0.0 0.2 -0.1 0.0002
H 3.328 -3.357 3.231 -0.2 0.1 0.1 0.0002
H 2.571 -1.250 2.107 0.0 -0.2 0.1 -0.0009
```
Positions in Å, forces in eV/Å.

**Strongest force on any atom**: 2.431 eV Å⁻¹
**Energy above the lowest of the compared OMol25 structures with the same formula, charge and spin**: 169.38 kJ/mol
**Spin multiplicity**: 4
**⟨S²⟩**: 3.76
**Charge**: -1
**E_LUMO (spin up / spin down)**: 2.144 / 2.127 eV